Entry 1:
15
Properties=species:S:1:pos:R:3 method="wB97M-V/def2-TZVPD" energy_ev=-9403.6323 de_lowest_kcal_mol=143.0 orbital_gap_ev="7.67 / 8.64" mol_weight_g_mol=100.1
H -1.492 -0.002 0.542
H 1.537 -0.418 1.293
O -0.603 1.149 1.936
C 0.830 -0.455 0.461
H 0.773 -2.526 -0.166
C -0.649 0.692 0.605
H -0.055 2.518 -0.370
H -1.309 1.556 -1.335
O 1.447 -0.271 -0.784
C 0.383 -0.857 -1.394
C -0.638 1.593 -0.488
H 0.062 1.848 1.981
H -0.871 -1.946 0.260
H 0.479 -1.225 -2.418
C 0.104 -1.653 -0.123

Entry 2:
15
Properties=species:S:1:pos:R:3 method="wB97M-V/def2-TZVPD" energy_ev=-9406.3655 de_lowest_kcal_mol=79.9 orbital_gap_ev=8.92 mol_weight_g_mol=100.1
C -1.552 0.682 0.895
H 0.140 0.302 -1.779
H -2.335 1.033 0.222
H 1.347 -2.618 -1.091
C -0.305 1.517 0.642
C 0.668 -1.823 -0.781
O 1.885 -0.390 -2.341
H 0.693 -1.978 0.297
H -0.297 -2.054 -1.233
O 1.779 1.442 1.936
H -0.569 2.572 0.682
H -2.017 0.821 1.871
C 0.829 1.229 1.308
C 0.982 -0.373 -1.522
H -1.249 -0.363 0.895

Entry 3:
15
Properties=species:S:1:pos:R:3 method="wB97M-V/def2-TZVPD" energy_ev=-9406.0573 de_lowest_kcal_mol=87.1 orbital_gap_ev=9.32 mol_weight_g_mol=100.1
H 1.049 -0.335 2.738
H 1.995 -0.351 -0.195
H -0.140 1.337 -0.149
C 2.053 -0.358 0.884
H -2.411 -0.725 -0.285
C -0.539 0.313 -0.068
H -2.531 0.871 0.495
O -0.320 -0.158 1.256
C 0.978 -0.293 1.655
H -2.262 0.760 -1.274
C 0.028 -0.618 -1.118
H 3.043 -0.495 1.316
O 0.385 0.158 -2.121
H 0.718 -0.412 -2.830
C -2.044 0.306 -0.303

Entry 4:
15
Properties=species:S:1:pos:R:3 method="wB97M-V/def2-TZVPD" energy_ev=-9408.3003 de_lowest_kcal_mol=35.3 orbital_gap_ev=10.45 mol_weight_g_mol=100.1
H 0.818 1.243 1.204
O 1.455 0.735 -1.988
C 0.523 0.224 0.944
C 1.603 -0.505 0.123
O -1.066 1.493 -0.593
H -2.279 -0.142 0.773
H -0.433 1.986 -1.132
H -2.314 -0.920 -0.796
C -1.654 -0.686 0.044
C 0.961 0.117 -1.078
C -0.467 0.274 -0.265
H 1.399 -1.576 0.041
H -1.370 -1.618 0.548
H 2.656 -0.317 0.349
H 0.167 -0.310 1.826

Entry 5:
15
Properties=species:S:1:pos:R:3 method="wB97M-V/def2-TZVPD" energy_ev=-9407.3961 de_lowest_kcal_mol=56.2 orbital_gap_ev=9.95 mol_weight_g_mol=100.1
H 0.027 1.414 -0.527
O 3.622 1.072 1.070
C 0.199 0.329 -0.598
H 0.233 0.094 -1.669
C -2.347 -0.053 -0.540
C -0.991 -0.401 0.077
O 1.287 -0.169 1.414
C 1.494 0.082 0.232
H -3.154 -0.607 -0.046
C 3.036 0.103 0.669
H -2.574 1.014 -0.434
H -2.384 -0.302 -1.606
H -1.000 -0.156 1.143
H 3.385 -0.935 0.801
H -0.834 -1.486 0.017

Entry 6:
15
Properties=species:S:1:pos:R:3 method="wB97M-V/def2-TZVPD" energy_ev=-9407.7177 de_lowest_kcal_mol=48.8 orbital_gap_ev=9.18 mol_weight_g_mol=100.1
H -1.871 1.661 -0.570
H 1.423 -1.813 1.552
C 1.571 -0.760 1.272
C -1.535 0.638 -0.370
H -2.114 0.198 0.453
O 0.437 1.823 0.357
O -1.459 -1.477 -1.410
H 0.493 -1.363 -0.560
C 0.674 -0.521 0.091
H 1.343 1.837 0.019
C -0.059 0.603 -0.015
C -1.490 -0.274 -1.549
H -1.288 0.206 -2.526
H 1.217 -0.143 2.108
H 2.642 -0.601 1.129

Entry 7:
15
Properties=species:S:1:pos:R:3 method="wB97M-V/def2-TZVPD" energy_ev=-9408.0181 de_lowest_kcal_mol=41.8 orbital_gap_ev=10.34 mol_weight_g_mol=100.1
C 1.944 0.129 0.564
C -0.146 -0.146 0.145
O -2.370 -0.668 -0.490
H 1.124 -1.915 0.780
H -0.464 -0.740 -0.737
C 0.901 -0.878 1.049
H 1.122 1.151 -1.219
H -2.547 -0.140 -1.280
O 3.137 0.212 0.680
C -1.615 0.092 0.499
H 0.772 1.950 0.332
H -1.908 -0.345 1.459
H 0.771 -0.830 2.140
C 0.899 0.975 -0.162
H -1.895 1.153 0.472

Entry 8:
15
Properties=species:S:1:pos:R:3 method="wB97M-V/def2-TZVPD" energy_ev=-9402.6699 de_lowest_kcal_mol=165.2 orbital_gap_ev=8.51 mol_weight_g_mol=100.1
O 1.844 0.271 0.065
H -1.299 -2.171 -0.074
H 0.427 -1.772 -1.216
C 1.019 1.447 0.226
C 0.769 0.389 -0.768
H -0.951 1.709 1.188
C -0.505 -1.505 0.248
C -0.620 -0.127 0.038
H 0.151 0.555 2.030
H -1.428 0.561 -1.557
H 1.490 2.416 0.127
H 0.230 -1.891 0.948
C -0.146 0.980 1.068
H 0.766 -1.122 -1.630
O -1.746 0.260 -0.693

Entry 9:
15
Properties=species:S:1:pos:R:3 method="wB97M-V/def2-TZVPD" energy_ev=-9402.9366 de_lowest_kcal_mol=159.0 orbital_gap_ev=9.21 mol_weight_g_mol=100.1
C 1.453 1.194 -0.376
H -1.128 -0.991 -1.873
H 1.909 -1.077 0.102
O -1.831 -0.754 0.110
C -1.303 0.556 0.380
H 1.035 1.955 0.328
H 0.523 -0.927 1.214
H -1.195 0.734 1.455
H 1.856 0.161 1.395
C -0.791 -1.056 -0.831
H -0.322 -2.026 -0.641
H -1.889 1.358 -0.084
C -0.049 0.215 -0.424
O 0.455 1.024 -1.386
C 1.277 -0.366 0.632

Entry 10:
15
Properties=species:S:1:pos:R:3 method="wB97M-V/def2-TZVPD" energy_ev=-9407.3366 de_lowest_kcal_mol=57.6 orbital_gap_ev=9.30 mol_weight_g_mol=100.1
C 0.889 -1.257 -0.243
O -0.848 0.279 -0.942
H 1.365 -1.290 -1.330
H 0.041 -1.955 -0.422
C -3.005 -0.143 0.111
H 1.635 1.072 -1.001
H 0.602 2.145 -0.108
H -3.481 0.078 -0.849
H -3.269 -0.392 1.126
H 1.555 -1.637 0.626
H 1.959 1.377 0.610
C 1.107 1.284 -0.057
O -0.746 -0.154 1.046
C 0.235 0.081 0.078
C -1.681 -0.076 0.081

Entry 11:
15
Properties=species:S:1:pos:R:3 method="wB97M-V/def2-TZVPD" energy_ev=-9403.8260 de_lowest_kcal_mol=138.5 orbital_gap_ev=8.91 mol_weight_g_mol=100.1
H -0.441 1.868 -1.330
H -1.354 0.395 1.973
O -1.368 1.188 1.383
H 0.960 -0.160 1.918
C -0.986 -0.631 -0.005
C 1.185 -0.064 -1.328
C -1.360 0.820 0.136
H 2.247 0.150 -1.295
C 0.489 -0.423 -0.265
H -1.600 -1.217 -0.700
H 0.131 1.996 -1.804
H 1.379 -1.758 1.210
H 0.701 0.026 -2.296
O -0.690 -1.291 1.252
C 0.708 -0.900 1.149

Entry 12:
15
Properties=species:S:1:pos:R:3 method="wB97M-V/def2-TZVPD" energy_ev=-9404.4421 de_lowest_kcal_mol=124.3 orbital_gap_ev=9.17 mol_weight_g_mol=100.1
H -0.124 -0.741 -2.393
H -1.709 -0.157 -0.762
H 1.046 -0.952 -2.350
O 0.499 -1.464 -0.253
H 1.522 -0.594 2.118
C 0.468 -0.329 2.003
H -1.438 1.216 0.450
H -0.140 -1.050 2.561
C -1.020 0.391 -0.119
C 0.109 -0.325 0.550
C 0.809 -0.622 -1.345
H 0.604 2.430 -1.152
C 0.413 0.621 -0.575
O 1.034 1.846 -0.514
H 0.308 0.664 2.438

Entry 13:
15
Properties=species:S:1:pos:R:3 method="wB97M-V/def2-TZVPD" energy_ev=-9406.1314 de_lowest_kcal_mol=85.3 orbital_gap_ev=9.08 mol_weight_g_mol=100.1
H -0.155 -0.661 1.921
O 0.927 1.010 1.382
H -0.368 -1.683 -0.683
C -0.560 0.102 -0.198
O 2.436 -0.407 -0.047
H -1.176 2.151 -0.088
C -1.560 1.177 -0.369
H -1.923 1.165 -1.403
C -0.131 -0.748 -1.152
H 1.779 0.944 0.885
C 0.307 -0.195 1.039
C 1.443 -1.017 0.324
H -0.029 -0.663 -2.224
H -2.420 0.940 0.278
H 1.428 -2.115 0.334

Entry 14:
15
Properties=species:S:1:pos:R:3 method="wB97M-V/def2-TZVPD" energy_ev=-9408.6185 de_lowest_kcal_mol=28.0 orbital_gap_ev=10.45 mol_weight_g_mol=100.1
C -1.938 0.251 -0.243
H 0.202 0.132 1.491
H -2.548 0.169 -1.148
H -2.583 0.507 0.606
H -0.666 2.070 0.217
H 1.602 -0.338 -1.154
H 3.308 -0.261 0.638
C -0.641 1.105 -0.294
C -1.041 -0.941 0.091
H 1.601 -1.558 0.136
O 2.499 0.259 0.628
H -0.297 1.254 -1.323
O -1.158 -2.135 0.013
C 1.512 -0.482 -0.066
C 0.147 -0.032 0.408

Entry 15:
15
Properties=species:S:1:pos:R:3 method="wB97M-V/def2-TZVPD" energy_ev=-9406.6853 de_lowest_kcal_mol=72.6 orbital_gap_ev=10.36 mol_weight_g_mol=100.1
C -1.268 -0.970 -0.453
C 0.830 0.914 0.593
C 0.836 0.237 -0.818
H 1.226 1.738 1.230
C 1.835 -0.135 0.212
H -1.086 -1.817 0.226
C -1.493 0.274 0.367
H -2.302 0.182 1.086
H -2.095 -1.253 -1.124
H 1.113 0.835 -1.671
H -1.715 1.114 -0.322
O -0.138 -0.683 -1.265
H 1.755 -1.026 0.821
H 2.844 0.155 -0.077
O -0.342 0.434 1.194

Entry 16:
15
Properties=species:S:1:pos:R:3 method="wB97M-V/def2-TZVPD" energy_ev=-9405.9344 de_lowest_kcal_mol=89.9 orbital_gap_ev=8.31 mol_weight_g_mol=100.1
O 2.043 -0.177 1.082
H -0.928 1.537 -0.534
H -1.721 -1.657 1.609
C -0.984 -1.838 0.821
O 0.936 1.606 0.405
H 0.473 -0.052 -1.660
H -0.041 -2.231 1.230
C -0.061 2.197 -0.432
H -0.356 3.117 0.074
C 1.225 0.301 0.342
C 0.471 -0.571 -0.693
H 0.365 2.441 -1.411
H -1.434 -2.627 0.188
H 1.062 -1.495 -0.749
C -0.905 -0.718 -0.135

Entry 17:
15
Properties=species:S:1:pos:R:3 method="wB97M-V/def2-TZVPD" energy_ev=-9403.8005 de_lowest_kcal_mol=139.1 orbital_gap_ev="7.44 / 7.44" mol_weight_g_mol=100.1
H 0.314 1.950 0.550
H 2.324 -0.251 0.860
H -2.381 0.580 -0.922
H -2.292 -0.819 -0.883
H -0.397 0.444 -1.948
C 1.328 -0.092 0.447
H 1.579 1.733 -0.728
O -1.740 -1.406 -0.192
O 1.146 -0.673 -0.879
C 0.009 0.253 -0.961
C 0.112 -0.658 1.196
C 0.821 1.245 -0.113
H -0.185 -0.080 2.080
C -0.842 -0.514 0.025
H 0.203 -1.712 1.470